a:
Formula: C4H6FN
Source: OMol25
Level of theory: wB97M-V/def2-TZVPD

Properties
LUMO energy (alpha / beta) = 0.42 / 0.23 eV

CARTESIAN COORDINATES (ANGSTROEM)
C 0.805 2.828 -1.035
C 0.167 -0.982 0.554
C -0.156 0.023 -0.190
C -0.689 -2.208 0.861
N 1.156 1.880 -0.297
F -1.135 0.237 -1.040
H 1.479 3.747 -1.089
H 0.052 2.769 -1.746
H 1.089 -1.132 1.140
H -1.481 -2.245 0.181
H -1.307 -1.916 1.709
H 0.018 -3.003 0.951

Results of the Löwdin charge analysis, in e, for atoms 1 through 2: -0.1829, -0.1550

b:
Formula: C4H6FN
Source: OMol25
Level of theory: wB97M-V/def2-TZVPD

Properties
LUMO energy = 1.01 eV
SMILES string = C#C[C@@](C)(N)F

CARTESIAN COORDINATES (ANGSTROEM)
C 1.161 -1.974 0.668
C 0.312 -1.206 0.325
C -0.430 0.073 0.021
C 0.503 1.254 0.273
N -0.982 -0.054 -1.325
F -1.516 0.083 0.967
H 1.800 -2.744 0.920
H 0.217 2.117 -0.426
H 0.294 1.396 1.378
H 1.558 0.985 -0.020
H -1.648 -0.823 -1.220
H -1.271 0.893 -1.561

Results of the Löwdin charge analysis, in e, for atoms 1 through 2: 0.1344, -0.0586

c:
Formula: C4H6FN
Source: OMol25
Level of theory: wB97M-V/def2-TZVPD

Properties
LUMO energy (alpha / beta) = 0.72 / 1.03 eV
SMILES string = C#C[C@@](C)(N)F

CARTESIAN COORDINATES (ANGSTROEM)
C 2.368 0.406 -0.053
C 1.255 -0.088 -0.155
C -0.156 -0.378 -0.048
C -0.868 0.738 0.841
N -0.708 -0.552 -1.340
F -0.254 -1.623 0.720
H 3.283 0.785 -0.048
H -1.840 0.896 0.557
H -0.996 0.155 1.822
H -0.272 1.627 1.079
H -0.166 -1.225 -1.928
H -1.647 -0.741 -1.447

Results of the Löwdin charge analysis, in e, for atoms 1 through 2: 0.1725, -0.0536

d:
Formula: C4H6FN
Source: OMol25
Level of theory: wB97M-V/def2-TZVPD

Properties
LUMO energy (alpha / beta) = -2.32 / -2.31 eV

CARTESIAN COORDINATES (ANGSTROEM)
C -0.516 2.256 0.451
C -0.948 -0.973 0.487
C 1.354 -0.138 -0.521
C -0.169 -0.333 -0.556
N -0.647 2.963 1.366
F -0.715 -0.330 -1.791
H -1.876 -1.108 0.040
H -0.803 -2.026 0.846
H -1.029 -0.222 1.251
H 1.652 0.908 -0.405
H 1.766 -0.402 -1.451
H 1.932 -0.593 0.283

Results of the Löwdin charge analysis, in e, for atoms 1 through 2: -0.3103, -0.0158

Computed energies relative to the best structure, in kcal/mol: a 71.4; b 0.0; c 2.2; d 52.2

a:
Formula: C11H15N
Source: OMol25
Level of theory: wB97M-V/def2-TZVPD

Properties
LUMO energy (alpha / beta) = -3.79 / -7.23 eV
Spin multiplicity = 2
Total charge = +1

CARTESIAN COORDINATES (ANGSTROEM)
C -1.154 -3.301 1.665
C 0.074 -2.436 2.167
H -2.077 -2.955 2.187
H -1.248 -3.560 0.656
H -0.983 -4.258 2.194
H -0.448 -1.583 2.607
H 0.589 -2.075 1.261
H 0.729 -2.821 2.850
C -0.183 1.386 2.365
C 0.788 0.399 -1.167
C -0.212 0.752 -0.210
C 0.406 1.249 0.997
C 1.790 1.217 0.800
C 0.571 0.313 -2.577
C -0.793 0.104 -2.867
C -1.476 0.843 -0.550
C -1.727 0.329 -1.897
N 2.103 0.642 -0.525
H 2.938 0.647 -1.043
H 1.480 0.238 -3.274
H 2.636 1.540 1.249
H -1.088 -0.365 -3.737
H -2.200 1.098 0.200
H -0.702 2.307 2.426
H 0.631 1.500 3.098
H -2.801 0.209 -2.146
H -0.677 0.459 2.787

Results of the Löwdin charge analysis, in e, for atoms 1 through 2: -0.1317, -0.1277

b:
Formula: C11H15N
Source: OMol25
Level of theory: wB97M-V/def2-TZVPD

Properties
LUMO energy (alpha / beta) = -3.70 / -6.86 eV
Spin multiplicity = 2
Total charge = +1

CARTESIAN COORDINATES (ANGSTROEM)
C -0.005 2.451 2.821
C -0.697 0.993 0.776
C -0.020 1.229 1.988
C -0.458 -0.340 0.385
C 0.608 -0.014 2.312
C -1.476 1.823 -0.055
C -1.918 1.323 -1.260
C -1.630 -0.001 -1.603
C -1.012 -0.904 -0.731
N 0.331 -0.929 1.398
H -1.787 2.806 0.276
H -2.486 1.927 -1.949
H -1.981 -0.316 -2.582
H -0.802 2.495 3.553
H -0.180 3.315 2.179
H 1.392 -0.163 3.046
H 0.731 -1.862 1.375
H -0.897 -1.943 -0.988
H 0.957 2.519 3.329
C 2.508 -2.301 -1.806
C 2.232 -2.397 -3.330
H 3.251 -3.053 -1.526
H 2.851 -1.311 -1.519
H 1.593 -2.545 -1.256
H 1.360 -3.009 -3.507
H 3.126 -2.705 -3.872
H 2.063 -1.385 -3.711

Results of the Löwdin charge analysis, in e, for atoms 1 through 2: 0.0040, -0.1203

c:
Formula: C11H15N
Source: OMol25
Level of theory: wB97M-V/def2-TZVPD

Properties
LUMO energy (alpha / beta) = -3.62 / -6.87 eV
Spin multiplicity = 2
Total charge = +1

CARTESIAN COORDINATES (ANGSTROEM)
C -1.953 3.565 -0.832
C -3.122 4.558 -0.775
H -2.325 2.549 -0.617
H -1.413 3.468 -1.768
H -1.316 3.712 0.046
H -2.752 5.578 -0.731
H -3.688 4.388 0.139
H -3.791 4.418 -1.620
C 1.904 1.571 0.070
C -0.318 0.721 0.935
C 0.947 0.505 0.334
C -0.196 -1.429 0.431
C 1.023 -0.873 0.005
C -0.439 -2.798 0.439
C 2.086 -1.680 -0.475
C 0.547 -3.568 -0.140
C 1.770 -3.008 -0.608
N -1.020 -0.429 0.972
H -0.731 1.574 1.450
H -1.858 -0.593 1.502
H 1.594 2.611 0.036
H 2.663 1.378 -0.683
H -1.396 -3.172 0.774
H 2.994 -1.180 -0.776
H 0.542 -4.649 -0.153
H 2.503 -3.735 -0.933
H 2.497 1.535 1.022

Results of the Löwdin charge analysis, in e, for atoms 1 through 2: -0.1867, -0.1523

Computed energies relative to the best structure, in kcal/mol: a 57.1; b 0.0; c 6.8

a:
Formula: C23H29N3O3
Source: OMol25
Level of theory: wB97M-V/def2-TZVPD

Properties
LUMO energy = 0.31 eV

CARTESIAN COORDINATES (ANGSTROEM)
C 3.318 -2.278 -0.609
C 2.440 -2.168 -1.847
C 2.337 -0.747 -2.402
N 1.121 -0.794 -3.211
C 0.654 0.177 -4.018
O -0.385 0.043 -4.648
C 1.429 1.479 -4.099
C 0.485 2.675 -4.060
C -0.309 2.802 -2.754
C 0.485 3.801 -1.906
N 1.198 4.566 -2.914
C 1.305 3.964 -4.122
O 1.959 4.361 -5.064
C 0.311 -1.969 -2.928
C 0.971 -2.576 -1.686
N 0.397 -2.162 -0.417
C -0.235 -1.004 -0.125
O -0.372 -0.073 -0.903
C -0.785 -0.907 1.281
C -0.437 0.200 2.283
C -1.487 -0.717 2.982
C -2.059 -0.551 4.352
C -1.878 -1.535 5.317
C -2.415 -1.372 6.588
C -3.132 -0.224 6.893
C -3.314 0.762 5.932
C -2.778 0.598 4.663
C -0.687 -1.932 2.422
C -2.263 -0.702 1.630
H 2.966 -1.620 0.188
H 3.331 -3.299 -0.223
H 4.346 -1.998 -0.839
H 2.865 -2.810 -2.625
H 2.184 -0.040 -1.577
H 3.221 -0.459 -2.968
H 2.162 1.563 -3.292
H 1.986 1.474 -5.039
H -0.184 2.647 -4.917
H -1.296 3.210 -2.973
H -0.470 1.856 -2.236
H -0.164 4.440 -1.307
H 1.186 3.302 -1.229
H 1.725 5.401 -2.718
H -0.731 -1.715 -2.753
H 0.382 -2.677 -3.756
H 0.869 -3.660 -1.749
H 0.466 -2.822 0.341
H 0.571 0.198 2.699
H -0.752 1.210 2.027
H -1.319 -2.432 5.078
H -2.275 -2.139 7.339
H -3.551 -0.097 7.883
H -3.874 1.656 6.172
H -2.919 1.365 3.911
H -1.241 -2.866 2.306
H 0.299 -2.107 2.856
H -2.714 0.240 1.325
H -2.941 -1.536 1.443

Results of the Löwdin charge analysis, in e, for atoms 1 through 2: -0.0570, -0.3009

b:
Formula: C23H29N3O3
Source: OMol25
Level of theory: wB97M-V/def2-TZVPD

Properties
LUMO energy = 0.67 eV
SMILES string = CO[C@@H](c1ccccc1)c1nnc(CCC(=O)N[C@H]2[C@@H]3C[C@H]4C[C@@H](C3)C[C@@H]2C4)o1

CARTESIAN COORDINATES (ANGSTROEM)
C -3.067 1.121 -0.030
O -2.935 -0.009 0.796
C -2.323 0.253 2.042
C -2.429 -0.983 2.903
C -2.870 -0.898 4.215
C -2.952 -2.040 4.994
C -2.597 -3.268 4.463
C -2.158 -3.353 3.152
C -2.070 -2.214 2.373
C -0.877 0.603 1.863
N 0.108 -0.200 1.644
N 1.213 0.559 1.494
C 0.853 1.795 1.628
C 1.713 2.994 1.508
C 2.902 2.719 0.581
C 2.405 2.490 -0.847
O 2.203 3.414 -1.610
N 2.214 1.198 -1.167
C 1.711 0.789 -2.461
C 0.239 0.353 -2.422
C -0.231 0.137 -3.860
C 0.607 -0.965 -4.508
C 0.435 -2.264 -3.722
C 0.899 -2.048 -2.282
C 0.065 -0.945 -1.635
C 2.371 -1.638 -2.274
C 2.549 -0.343 -3.067
C 2.082 -0.563 -4.507
O -0.471 1.897 1.871
H -2.095 1.527 -0.332
H -3.603 0.786 -0.916
H -3.641 1.912 0.467
H -2.813 1.114 2.529
H -3.152 0.059 4.631
H -3.296 -1.969 6.015
H -2.664 -4.158 5.072
H -1.880 -4.310 2.737
H -1.726 -2.264 1.354
H 2.073 3.274 2.503
H 1.113 3.820 1.121
H 3.550 3.595 0.572
H 3.456 1.853 0.942
H 2.288 0.498 -0.443
H 1.796 1.682 -3.091
H -0.351 1.153 -1.959
H -0.131 1.065 -4.428
H -1.286 -0.147 -3.865
H 0.272 -1.115 -5.541
H 1.020 -3.061 -4.187
H -0.614 -2.569 -3.732
H 0.777 -2.977 -1.714
H 0.369 -0.818 -0.595
H -0.991 -1.227 -1.632
H 2.715 -1.510 -1.246
H 2.979 -2.425 -2.728
H 3.604 -0.048 -3.061
H 2.219 0.353 -5.086
H 2.680 -1.348 -4.974

Results of the Löwdin charge analysis, in e, for atoms 1 through 2: -0.0802, -0.1253

Computed energies relative to the best structure, in kcal/mol: a 17.7; b 0.0

a:
Formula: C2H4N2O2S
Source: OMol25
Level of theory: wB97M-V/def2-TZVPD

Properties
LUMO energy = 0.36 eV
SMILES string = O=S1(=O)CCN=N1

CARTESIAN COORDINATES (ANGSTROEM)
O 2.987 -0.499 1.204
S 2.344 -0.156 -0.026
O 2.940 -0.544 -1.252
C 0.510 -0.555 0.171
C -0.090 0.787 -0.190
N 0.897 1.928 0.096
N 2.039 1.680 0.080
H 0.430 -0.809 1.261
H 0.412 -1.322 -0.658
H -0.175 0.882 -1.245
H -1.151 1.157 0.083

Results of the Löwdin charge analysis, in e, for atoms 1 through 2: -0.3169, 0.6570

b:
Formula: C2H4N2O2S
Source: OMol25
Level of theory: wB97M-V/def2-TZVPD

Properties
LUMO energy = 0.06 eV
SMILES string = O=S1(=O)CCN=N1

CARTESIAN COORDINATES (ANGSTROEM)
O -2.772 -0.559 -1.201
S -2.362 -0.089 0.080
O -3.077 -0.596 1.269
C -0.619 -0.503 0.092
C 0.093 0.782 -0.306
N -0.784 1.935 -0.057
N -1.962 1.885 0.082
H -0.474 -1.152 -0.671
H -0.188 -0.783 1.125
H 1.057 1.034 0.034
H 0.165 0.653 -1.371

Results of the Löwdin charge analysis, in e, for atoms 1 through 2: -0.3271, 0.7134

Computed energies relative to the best structure, in kcal/mol: a 0.0; b 5.7

a:
Formula: C2H10O2S
Source: OMol25
Level of theory: wB97M-V/def2-TZVPD

Properties
LUMO energy = 0.62 eV
SMILES string = CSC.O.O

CARTESIAN COORDINATES (ANGSTROEM)
C -3.067 2.606 -2.081
S -4.353 1.722 -1.161
C -3.761 0.027 -1.064
H -3.504 2.966 -2.994
H -2.222 1.982 -2.395
H -2.686 3.402 -1.450
H -2.874 -0.077 -0.441
H -4.601 -0.541 -0.676
H -3.571 -0.395 -2.057
O 6.531 -1.274 2.225
H 6.620 -0.704 2.999
H 6.193 -0.646 1.571
O 3.670 -3.291 2.718
H 4.182 -2.539 3.030
H 3.444 -3.239 1.775

Results of the Löwdin charge analysis, in e, for atoms 1 through 2: -0.4286, 0.7239

b:
Formula: C2H10O2S
Source: OMol25
Level of theory: wB97M-V/def2-TZVPD

Properties
LUMO energy = -4.92 eV

CARTESIAN COORDINATES (ANGSTROEM)
C -0.368 1.584 -0.072
C -0.488 0.087 -0.525
S -1.814 -0.767 0.148
H -0.901 1.720 0.877
H -0.635 2.144 -0.969
H 0.656 1.841 0.185
H -0.444 0.077 -1.628
H 0.481 -0.397 -0.160
H -4.632 -3.566 -0.080
H 3.594 1.352 -0.553
H -4.617 -4.301 -0.012
O 2.668 1.336 -0.286
H 2.330 -1.161 1.265
H 2.321 0.375 0.550
O 1.849 -0.323 1.260

Results of the Löwdin charge analysis, in e, for atoms 1 through 2: -0.1291, -0.6725

Computed energies relative to the best structure, in kcal/mol: a 0.0; b 152.7